No. 1
Molecular formula: C8H17FNO
Method: DFT, ωB97M-V/def2-TZVPD

Output
- Net charge: +1
- HOMO-LUMO gap (alpha / beta): 7.56 / 8.83 eV
- HOMO energy (alpha / beta): -10.0 / -15.1 eV
- 2S+1: 3

```
28
Properties=species:S:1:pos:R:3:forces:R:3:mulliken_charge:R:1
H 0.22445 1.93826 2.37523 -1.3223 2.2094 0.6110 0.33
H -0.52555 1.97850 -1.04655 -0.8396 -0.7767 0.5677 0.48
H -0.70479 -1.53338 1.81585 0.0298 -0.2034 1.3404 0.28
C -0.92567 -1.96783 0.87618 1.5044 3.3022 -0.4295 -1.45
H -2.82513 0.86926 -0.59684 -1.8207 1.3876 2.3994 0.46
C -2.22963 0.48885 -1.32415 0.7186 -0.0524 -2.6646 -1.35
H 2.73919 2.17817 0.32764 2.0000 1.8855 1.5662 0.43
N -0.10769 0.23227 0.08331 0.3792 1.0899 -0.1148 0.45
O 2.70709 -0.97549 -1.72832 -1.3071 0.5829 -0.3472 -0.35
H -0.19407 0.60539 -1.85967 2.0625 -1.2345 -3.2321 0.61
H 0.92042 -1.73784 -0.08610 2.4626 0.1917 0.3126 0.25
H -2.64726 0.91819 -2.28308 1.0325 0.1394 0.9411 0.39
H -1.92546 -1.87154 0.66917 -2.5657 1.0125 -0.6128 0.37
H -0.83790 0.47989 0.75227 0.3176 -1.0729 0.7172 0.44
C 2.06909 1.58309 -0.13271 2.5466 1.2081 -2.1615 -1.77
H -0.83032 -2.95959 0.84468 1.1431 -4.0043 0.2629 0.54
C 1.05032 1.03485 0.59321 -6.8915 -4.1967 5.6769 0.89
H 1.81227 1.22215 2.55912 -1.3618 0.1013 -0.2418 0.41
C 0.77710 1.12003 2.08048 4.8678 -0.7050 -0.7166 -1.26
H 4.53550 -1.34230 -2.29224 1.3982 -0.2634 -0.0323 0.39
H 2.16763 1.49360 -1.12943 0.1981 -0.4546 -3.1954 0.55
C -0.00119 -1.27636 -0.12081 -2.7428 0.3036 1.4159 -0.28
H 0.35321 0.25033 2.53656 -0.3720 -0.7344 -0.0916 0.28
H -2.61934 -0.52859 -1.46170 1.2935 -0.3564 0.3601 0.32
C 3.81364 -1.30446 -1.50997 -1.0790 -0.1529 0.2575 0.17
H -0.38263 -1.41446 -1.07255 -0.5161 -0.3734 -2.0495 0.51
F 4.12353 -1.68825 -0.28499 0.9822 -0.1758 0.1035 -0.20
C -0.73677 0.87648 -1.06412 -2.1181 1.3425 -0.6428 -0.91
```
Positions in Å, forces in eV/Å.



No. 2
Molecular formula: C4H13NO3
Method: DFT, ωB97M-V/def2-TZVPD

Output
- Net charge: +1
- HOMO-LUMO gap (alpha / beta): 11.25 / 6.67 eV
- HOMO energy (alpha / beta): -14.9 / -14.9 eV
- 2S+1: 2

```
21
Properties=species:S:1:pos:R:3:forces:R:3:mulliken_charge:R:1
C 1.02424 -0.92830 1.02042 1.1220 -1.0282 -1.1923 -0.64
H -1.84362 2.02706 0.04284 -0.8108 -0.1822 -0.1781 0.34
C -1.64720 0.95835 0.00008 1.5938 -0.4629 -1.0065 -0.86
H 1.18829 -1.08025 -2.98261 0.3840 0.1696 -0.4176 0.32
H 0.90074 2.51097 -1.44553 0.3493 -0.4620 0.4466 0.32
C -1.19965 -1.74211 1.57992 -0.9566 -0.8578 -0.8787 0.13
H 1.27524 -0.79471 -0.04617 -0.1640 -0.0558 -0.0133 0.17
O 1.57880 -0.21635 -3.18009 -0.5951 0.0884 0.6882 -0.66
H 1.31861 -1.95366 1.29242 -0.6200 0.3209 -0.1524 0.34
C -0.89200 0.66125 1.32872 -0.6581 0.4003 -0.6795 -0.47
H -0.88164 0.83272 -0.80605 -0.6058 0.2609 0.6470 0.20
H 1.72207 -0.25618 1.49041 -0.3487 0.8048 0.5417 0.36
O -0.88438 -2.87797 1.37532 0.0659 0.4484 0.3885 -0.34
H 1.37633 1.06976 -1.57771 0.2284 0.0125 -0.3118 0.33
H -2.18032 -1.39729 1.93473 0.1126 -0.1151 0.1929 0.39
H -0.13594 1.42863 1.38216 0.6540 -0.2660 0.1303 0.33
O 1.21562 1.75399 -0.91167 -0.3546 0.4089 -0.3292 -0.62
H -1.56865 0.78305 2.19073 0.1771 -0.5762 -0.2271 0.38
N -0.36057 -0.66771 1.19461 0.8038 0.7913 2.0223 0.25
H 2.41657 -0.34955 -3.62487 0.1587 -0.2536 -0.1144 0.32
H -2.42253 0.23831 -0.25767 -0.5356 0.5538 0.4433 0.39
```
Positions in Å, forces in eV/Å.



No. 3
Molecular formula: C24H40As3Br2ClSiTm
Method: DFT, ωB97M-V/def2-TZVPD

Output
- Net charge: +1
- HOMO-LUMO gap (alpha / beta): 7.96 / 8.03 eV
- HOMO energy (alpha / beta): -10.7 / -10.7 eV
- 2S+1: 3

```
72
Properties=species:S:1:pos:R:3:forces:R:3:mulliken_charge:R:1
H -20.06542 5.18953 -3.64970 -0.3747 0.6539 0.5219 0.37
H -10.72226 10.19646 -6.89391 0.3073 0.0753 -0.0948 0.44
H -11.98934 11.35238 -6.29875 0.2187 -0.5166 0.0283 0.31
H -11.19282 7.36810 -6.95365 -0.6469 -0.2210 0.7574 0.42
H -21.46569 3.20374 -3.88417 0.0628 0.1647 -0.3669 0.38
H -12.76464 6.56149 -6.68295 -0.5273 -0.6143 -0.3927 0.37
As -12.97433 9.07527 -6.99559 -0.5707 0.5227 0.4339 0.94
H -16.46584 12.32855 -9.33571 -0.2746 -0.2649 0.0096 0.33
Br -14.68799 9.02728 -3.38522 -0.2580 0.0814 -0.3935 -0.19
C -14.94313 9.09858 -9.93073 -0.9429 -0.2921 -0.8325 -1.26
H -20.84765 1.46048 -5.52522 -0.1845 -0.2288 0.0483 0.40
H -20.44271 8.56641 -2.12372 0.1021 -0.1243 -0.0581 0.39
H -15.85249 5.09165 -4.34044 -0.4981 0.1674 -0.0045 -0.14
H -17.26460 3.51718 -6.44726 0.3933 0.2491 -0.2441 0.33
H -17.31890 6.94177 0.31459 0.3827 -0.1621 0.7085 0.48
C -12.44580 12.00435 -13.12791 -0.5771 -0.4736 -0.2441 -1.15
C -13.58481 9.73695 -9.87284 1.5910 0.4081 0.3058 2.46
C -11.61928 10.31373 -6.30606 -0.9406 -0.1273 0.0411 -1.20
C -13.64345 11.21100 -9.50486 1.0111 0.6440 -1.3740 -1.98
H -13.57633 9.78963 -15.10019 0.5700 -0.4883 1.0650 0.38
C -17.96185 8.85220 -9.51874 0.3955 -0.0556 0.7740 -1.33
Cl -16.88631 7.19414 -6.05017 -0.0238 -0.1910 -0.1899 -0.02
C -12.60531 9.01412 -8.89372 -0.0410 0.0248 -0.5794 -1.88
C -20.23427 2.33727 -5.42717 -0.1724 0.3966 -0.2842 -0.34
C -19.09876 2.45261 -6.20681 1.0803 0.4867 0.1076 -0.66
C -19.01379 7.74180 -0.74455 1.0963 0.1510 -1.2432 -0.55
H -12.13694 9.19287 -14.15628 -0.0842 0.1309 0.0209 0.34
C -17.80241 6.67094 -3.02872 0.4537 -0.3056 0.5169 0.92
H -17.18471 9.29163 -3.14305 -0.2414 -0.4583 0.0048 -0.05
H -19.44932 8.25841 0.10232 -0.0820 -0.2892 0.0203 0.38
Br -15.36521 12.42825 -6.14025 -0.0997 -1.0389 -0.0490 -0.46
As -13.78255 10.57033 -12.71328 -0.0636 0.4393 -0.1571 0.29
H -12.68746 8.60294 -11.55772 -0.1221 -0.4170 0.1195 0.59
H -18.10365 11.57403 -9.35067 0.8079 -0.0838 -0.1940 0.43
C -18.22502 3.55601 -5.97236 -1.2697 -0.8027 0.3448 -0.54
H -16.42394 10.81333 -3.22163 0.1626 0.6730 0.0358 0.36
H -14.34186 11.81379 -10.09824 0.0338 -0.3656 -0.0998 0.31
C -20.61170 3.35421 -4.54549 -0.0140 -0.2942 0.1145 -0.74
H -18.78558 9.08846 -8.84428 -0.0913 0.1185 -0.2218 0.38
C -16.52114 9.88376 -3.75041 0.1812 -0.2384 0.1574 -0.59
H -12.64275 11.64137 -9.70773 -0.4006 -0.0330 0.3081 0.41
H -12.58757 12.35192 -14.17347 0.1342 -0.3803 0.6462 0.40
H -12.59084 12.85383 -12.47240 0.0210 0.1195 0.1758 0.33
H -12.08149 7.42065 -5.33363 0.2685 0.0480 -0.2116 0.41
H -19.31711 7.62113 -4.16828 -0.3443 0.0316 0.1003 0.53
Si -17.21500 5.70343 -4.43544 -0.0635 -0.2482 -0.8630 0.15
C -19.82923 4.48051 -4.39872 1.4731 -0.6962 -0.4419 -0.13
C -17.78533 7.04292 -0.63120 -1.9611 0.8473 -0.3748 -0.65
As -16.39225 9.81797 -8.79367 -0.6868 -0.3910 -0.7761 1.01
H -11.91434 10.12042 -11.20035 0.6918 0.0715 0.3989 0.72
C -17.24129 6.49852 -1.76553 0.7109 -0.5068 -0.1894 -0.63
H -15.34557 9.15531 -10.97404 0.2137 -0.0075 0.7911 0.36
H -11.46180 11.56836 -12.97675 0.1934 0.1826 -0.1815 0.36
C -12.86117 9.61510 -11.21832 -0.7437 0.7281 -0.9436 -2.21
H -12.55877 7.96188 -9.15636 -0.2330 -0.3530 -0.0641 0.61
C -18.94816 7.42044 -3.16899 -0.3948 0.5222 0.3728 -0.48
C -18.56508 4.57400 -5.05517 -0.0377 -0.7773 -0.3002 0.69
H -16.98507 11.39129 -10.73789 0.0613 -0.2899 -0.4222 0.46
H -17.92979 7.77616 -9.62299 0.3797 -0.1929 0.0635 0.38
C -19.54953 7.95308 -2.03496 -0.1991 0.1564 0.8192 -0.63
Tm -15.77344 9.71839 -5.94126 0.8255 1.0324 0.5050 0.38
H -18.08082 9.32436 -10.47409 -0.4302 0.0029 -0.5145 0.47
C -17.04037 11.45194 -9.66419 0.0077 0.7417 1.0649 -1.30
H -18.81230 1.63776 -6.90840 -0.2169 0.8204 0.6043 0.33
H -13.88231 11.39585 -8.49121 -0.2984 0.1172 1.2833 0.35
H -13.71696 8.39128 -14.00880 0.0618 0.1214 0.0759 0.36
C -12.17745 7.41010 -6.42312 1.2253 0.6103 -0.1540 -1.30
C -13.21614 9.35851 -14.11503 -0.5477 0.0773 -1.4707 -1.15
H -16.33341 5.91206 -1.67797 0.0683 0.0234 0.0411 0.37
H -14.81551 8.04646 -9.69597 -0.3860 -0.3421 0.0808 0.49
H -11.47669 9.92724 -5.30016 0.2699 0.3928 0.1928 0.43
H -11.57033 9.34901 -9.08061 -0.4119 0.2372 0.2705 0.57
```
Positions in Å, forces in eV/Å.



No. 4
Molecular formula: CH23O20P2
Method: DFT, ωB97M-V/def2-TZVPD

Output
- Net charge: -3
- HOMO-LUMO gap: 1.95 eV
- HOMO energy: 3.6 eV

```
46
Properties=species:S:1:pos:R:3:forces:R:3:mulliken_charge:R:1
H 1.34358 -0.88861 2.54819 -3.5984 2.6358 -2.2839 0.32
H 1.40360 1.02626 1.69699 -1.9610 -1.8574 0.4884 0.38
H 2.34452 1.35248 0.50735 0.5432 -1.5587 -6.0384 0.39
O -0.95843 2.99076 0.03591 -1.6090 4.2811 0.5668 -0.23
O 1.89578 -2.06355 -1.54932 -7.0596 0.0704 -4.4163 -0.91
H 0.60688 -1.28393 -0.67678 2.8419 -2.0005 -1.8466 0.30
O 0.02097 1.52612 -1.69306 -4.0778 0.6716 2.1503 -0.62
H -2.35713 -1.94471 1.12665 -0.3046 0.5732 -1.1586 0.32
H 0.00534 -0.47030 0.49087 0.5887 0.6758 1.8309 0.54
H -1.27087 2.54771 0.82818 -0.5240 -2.3888 2.5070 0.42
H -0.44832 2.47142 -0.58993 2.2547 -3.1703 -3.4933 0.31
H 0.87388 -4.58332 -3.06650 0.1275 0.0179 0.2364 0.25
O 2.24112 -2.95227 0.38489 -2.1180 -2.8661 5.6118 -0.77
H -3.13607 -0.10915 -2.23248 0.0295 0.0510 0.3238 0.24
H -3.15847 -2.37214 2.43482 -0.3901 0.1471 -0.1170 0.39
O -2.42769 -0.29326 -2.84933 -0.6754 -0.5842 -0.1862 -0.69
O 3.74263 -1.94843 -0.79808 6.8407 0.4051 1.2158 -0.74
O -1.08588 2.45686 -3.64413 -1.9741 1.0466 -2.3796 -0.66
H -0.50088 3.80228 0.26759 0.3417 0.1990 -0.1512 0.41
O -1.53896 1.42236 1.90543 -1.5688 1.2762 -1.3893 -0.98
O 2.22726 2.87668 -2.18520 -1.3734 3.7217 1.1729 -0.82
O 1.92991 0.80186 -3.29099 -2.4740 0.1059 -0.5891 -0.89
H -1.89126 -1.48745 2.55041 2.2214 4.0513 3.3769 0.44
H -4.16558 0.21506 0.63442 -0.1811 0.0430 -0.0011 0.24
O 0.09632 1.46811 3.88753 -0.4251 -0.4436 -1.3986 -0.86
H -2.73104 0.49180 1.03114 1.3624 1.1298 0.9394 0.46
H 1.63222 -2.22061 3.27378 -0.0130 -0.5995 -0.3212 0.45
H -0.55399 2.10362 -2.93102 0.9998 -0.6663 1.1634 0.34
P -0.66070 0.62369 2.84532 1.7840 1.9060 2.8540 0.37
O -2.29598 -2.19984 2.05010 -1.0756 -3.9242 -1.6434 -0.15
O -1.46197 -0.45063 3.55385 -1.3463 -2.2790 -0.3658 -0.98
H 2.73905 -1.47177 2.46093 0.8936 -0.8087 -1.2952 0.45
H 1.19958 -3.11409 -2.90173 0.7833 1.3309 1.2941 0.51
O 0.37584 -0.08243 1.89019 0.4958 -0.4822 0.3526 -0.95
O 2.00146 -1.35941 3.06505 2.7787 -1.6419 2.9087 -0.27
O -3.26821 -0.08324 0.48617 -1.0944 -1.2512 -0.8491 -0.57
C 2.62772 -2.39470 -0.63781 1.8442 1.9405 -0.6246 0.44
H -1.62830 3.12768 -3.22940 -0.0390 0.1667 0.1177 0.25
H 1.87483 2.48533 1.50289 0.1099 0.3060 -0.1054 0.42
O 0.67326 -3.71871 -3.42485 -0.9137 -1.2138 -1.3059 -0.69
O -0.14834 -0.75290 -0.41363 -2.8618 -1.2584 -0.0209 0.03
O 2.14663 1.56820 1.42163 1.6395 2.7297 3.9319 -0.26
O 2.22367 0.80620 -0.95186 0.3894 -0.7413 5.5178 -0.68
P 1.50159 1.56232 -2.02498 7.8840 -2.1839 -4.8103 0.37
H -1.87558 0.48816 -2.82092 0.6331 0.5133 -0.2150 0.41
H -0.16400 0.03049 -0.96827 0.2710 1.9238 -1.5551 0.24
```
Positions in Å, forces in eV/Å.



No. 5
Molecular formula: C4H10
Method: DFT, ωB97M-V/def2-TZVPD

Output
- Net charge: 0
- HOMO-LUMO gap: 12.08 eV
- HOMO energy: -10.8 eV

```
14
Properties=species:S:1:pos:R:3:forces:R:3:mulliken_charge:R:1
H -2.22201 -0.80645 0.75530 0.3232 0.8552 -0.7408 0.28
H 0.47662 -0.92305 1.16249 0.5505 -0.2684 -0.6784 0.24
H -1.96781 -0.73902 -0.89607 0.1620 -2.3288 -3.2570 0.43
H -0.54932 1.29845 -0.79964 0.7423 -1.6041 1.5843 0.24
H -0.52869 1.17953 1.12865 -0.2136 -1.7883 -2.9598 0.18
C -0.57662 0.48551 0.06200 -0.7823 4.0820 0.9851 -0.18
H 0.56436 -1.26142 -0.66525 -0.8747 0.0707 0.8871 0.25
C -1.95288 -0.11691 -0.11158 0.7303 -0.8701 4.4134 -1.41
C 1.89435 0.13033 -0.11562 -1.0074 -4.6984 13.5232 -1.62
H 2.15621 1.02044 0.55200 -0.1264 -1.5722 0.0222 0.29
H -2.76658 0.52002 -0.23652 -1.0983 1.6166 -0.0156 0.40
H 2.22296 0.43378 -0.85914 3.1901 5.3858 -13.7563 0.77
C 0.57807 -0.49270 0.14873 -0.9231 0.0044 -1.4426 -0.20
H 2.67133 -0.72850 -0.12536 -0.6728 1.1155 1.4353 0.32
```
Positions in Å, forces in eV/Å.



No. 6
Molecular formula: C6H12O
Method: DFT, ωB97M-V/def2-TZVPD

Output
- Net charge: 0
- HOMO-LUMO gap: 9.05 eV
- HOMO energy: -8.0 eV

```
19
Properties=species:S:1:pos:R:3:forces:R:3:mulliken_charge:R:1
C -1.60456 1.24666 -1.34390 -0.2009 -0.1710 0.0668 -1.10
H 0.38610 -2.61807 1.12945 0.0747 0.1002 -0.0876 0.41
H 1.92315 -1.74644 0.99599 -0.1410 -0.0145 -0.0638 0.35
H 1.98801 0.55584 -0.07221 -0.1227 -0.0212 -0.0339 0.39
C 0.50040 1.39304 -1.38398 -0.1007 -0.0291 0.0231 -0.09
H -1.68067 0.27151 -1.82094 0.0213 0.1266 0.0586 0.30
C 0.18322 -0.57306 0.41817 -0.0356 0.0302 -0.0395 0.80
O 0.92320 0.19733 -1.87813 0.0406 -0.0564 -0.1292 -0.41
H -0.78117 -0.76425 -0.06165 0.1379 0.0345 0.0612 0.19
C 0.94435 -1.89683 0.52268 0.0308 -0.0471 0.0024 -1.62
H -1.87478 1.24010 -0.28877 0.0534 0.0052 -0.1376 0.19
H -0.41861 2.00397 -1.68576 0.0225 0.1376 -0.0515 0.42
H -2.19314 1.99290 -1.88862 0.1370 -0.0446 0.0543 0.40
H -0.61375 -0.64480 2.43715 0.0830 0.0946 -0.0854 0.40
H 0.90169 0.25888 2.29742 -0.1197 -0.0381 -0.0794 0.36
H 1.10890 -2.33418 -0.46747 -0.0233 0.0589 0.1382 0.37
C -0.05164 0.04457 1.79834 -0.0195 0.0365 0.0527 -1.46
C 0.97083 0.38849 -0.44004 0.0771 -0.0600 0.2496 -0.22
H -0.61153 0.98432 1.73226 0.0849 -0.1421 0.0009 0.32
```
Positions in Å, forces in eV/Å.



> net charge of number 3 (C24H40As3Br2ClSiTm)?

+1